(1)
# C5H8O2

C5H8O2 as an isolated structure in a non-equilibrium geometry (ωB97M-V/def2-TZVPD, the OMol25 dataset).

The energy relative to the best compared isomer or geometry (same formula, charge and spin) is 130.3 kcal/mol.

The geometry in XYZ format:
```
15
C5H8O2 | the OMol25 dataset | ωB97M-V/def2-TZVPD
O 1.52 -0.33 1.30
O -0.15 -1.45 -1.17
C 0.09 -0.37 1.51
C 1.30 0.30 0.04
C 0.99 -0.61 -1.10
C -0.12 0.43 0.25
C -1.33 1.02 -0.32
H -0.22 0.23 2.38
H -1.12 1.52 -1.27
H 0.02 -2.31 -0.79
H -0.28 -1.40 1.64
H -2.12 0.27 -0.50
H 1.21 -0.20 -2.09
H -1.72 1.76 0.39
H 1.92 1.14 -0.27
```

Löwdin atomic charge list, values in e, 8 entries: -0.046, -0.070, -0.111, -0.322, -0.076, -0.226, -0.038, 0.132


(2)
# C10H14N3S

An isolated ion of composition C10H14N3S and charge +1 in a non-equilibrium geometry (ωB97M-V/def2-TZVPD, the OMol25 dataset).

Its net charge is +1. The energy relative to the best compared isomer or geometry (same formula, charge and spin) is 29.4 kcal/mol. The SMILES is C[C@H](N)[C@@H](c1ccsc1)[n+]1ccc[nH]1.

The geometry in XYZ format:
```
28
C10H14N3S | the OMol25 dataset | ωB97M-V/def2-TZVPD
S 3.40 1.79 -0.58
N -0.42 -0.81 -1.67
N -1.51 1.29 -0.77
N -1.10 1.06 0.49
C -1.58 1.98 1.29
C -0.44 -1.11 -0.17
C 1.75 1.43 -0.66
C -2.21 2.96 0.50
C 1.44 0.58 0.38
C 0.28 -2.45 -0.01
C -0.14 0.05 0.72
C -2.18 2.48 -0.79
C 2.50 0.15 1.20
C 3.69 0.61 0.63
H -1.29 1.77 2.27
H 1.01 1.76 -1.38
H 0.44 -2.86 1.04
H 1.39 -2.35 -0.29
H 2.57 -0.46 2.04
H -1.37 -1.46 0.19
H -1.22 0.67 -1.54
H 0.42 -0.27 -1.79
H -2.66 3.06 -1.52
H -2.68 3.86 0.75
H -0.13 -3.31 -0.50
H 4.67 0.40 1.12
H -0.35 -1.59 -2.28
H -0.25 -0.36 1.66
```

Löwdin atomic charge list, values in e, 8 entries: 1.043, 0.058, 0.121, -0.061, 0.035, -0.354, -0.411, 0.019


(3)
# C3H3NO2S

An isolated molecule of C3H3NO2S in a non-equilibrium geometry (ωB97M-V/def2-TZVPD, the OMol25 dataset).

The energy relative to the best compared isomer or geometry (same formula, charge and spin) is 116.4 kcal/mol.

The geometry in XYZ format:
```
10
C3H3NO2S | the OMol25 dataset | ωB97M-V/def2-TZVPD
S 1.90 0.68 -0.07
O 0.47 1.31 0.99
O 0.53 -2.36 0.40
N 1.33 -0.06 -1.34
C -0.71 0.94 0.71
C -0.97 -0.43 0.24
C -0.13 -1.41 0.34
H -1.57 1.51 1.13
H -1.79 -0.64 -0.28
H 0.93 0.47 -2.11
```

Löwdin atomic charge list, values in e, 8 entries: 0.809, -0.327, 0.237, -0.460, -0.180, -0.074, -0.206, 0.142


(4)
# C12H17N

A 2-piece molecular cluster, C12H17N overall in a non-equilibrium geometry (ωB97M-V/def2-TZVPD, the OMol25 dataset).

The energy relative to the best compared isomer or geometry (same formula, charge and spin) is 7.8 kcal/mol. The SMILES is Cc1c[nH]c2ccccc12.CCC.

The geometry in XYZ format:
```
30
C12H17N | the OMol25 dataset | ωB97M-V/def2-TZVPD
N 2.58 -0.69 1.26
C 3.35 0.43 1.43
C 0.40 0.30 -2.05
C 1.33 1.15 -1.49
C 3.82 2.62 0.26
C -3.18 -1.34 0.36
C 3.08 1.34 0.46
C 2.06 0.77 -0.36
C 1.75 -0.49 0.18
C 0.20 -0.99 -1.54
C 0.91 -1.41 -0.44
C -3.04 0.01 -0.29
C -4.52 -1.51 1.08
H -5.35 -1.64 0.37
H -0.18 0.62 -2.90
H -4.50 -2.39 1.72
H 3.96 2.89 -0.78
H -2.80 0.82 0.41
H -2.28 0.09 -1.08
H 4.07 0.57 2.22
H 0.88 -2.41 -0.03
H -0.50 -1.67 -2.03
H -3.02 -2.16 -0.34
H -3.96 0.36 -0.78
H 3.37 3.48 0.78
H -2.43 -1.47 1.14
H -4.73 -0.61 1.67
H 2.39 -1.37 1.98
H 1.54 2.12 -1.96
H 4.81 2.57 0.74
```

Löwdin atomic charge list, values in e, 8 entries: 0.073, -0.067, -0.116, -0.026, -0.054, -0.332, -0.236, -0.136


(5)
# C3H5P

An isolated molecule of C3H5P in a non-equilibrium geometry (ωB97M-V/def2-TZVPD, the OMol25 dataset).

The energy relative to the best compared isomer or geometry (same formula, charge and spin) is 17.3 kcal/mol. The SMILES is P=C1CC1.

The geometry in XYZ format:
```
9
C3H5P | the OMol25 dataset | ωB97M-V/def2-TZVPD
P -1.13 -0.82 1.65
C 0.05 1.16 -0.26
C 0.58 -0.19 -0.72
C -0.44 -0.08 0.35
H -0.49 1.77 -1.02
H 0.12 -0.75 -1.52
H -0.70 -2.23 1.46
H 1.49 -0.68 -0.39
H 0.52 1.80 0.45
```

Löwdin atomic charge list, values in e, 8 entries: 0.793, -0.160, -0.165, -0.727, 0.114, 0.098, -0.135, 0.098


(6)
# C41H63ClN6O26PS

A 9-piece molecular cluster, C41H63ClN6O26PS overall in a non-equilibrium geometry (ωB97M-V/def2-TZVPD, the OMol25 dataset).

Its net charge is +1.

The geometry in XYZ format:
```
139
C41H63ClN6O26PS | the OMol25 dataset | ωB97M-V/def2-TZVPD
Cl 1.31 -4.50 -5.13
S -2.53 -4.03 -2.86
P -1.59 -2.99 -4.17
O -8.72 -0.68 -5.97
O -4.71 -7.76 -1.91
O 0.40 11.82 -0.70
O 1.82 -3.63 6.84
O 8.72 0.51 3.37
O 1.19 9.99 -1.75
O 5.14 -1.02 -0.26
O 9.05 1.10 5.51
O 1.82 12.01 -2.44
O 3.81 1.73 9.47
O 1.92 1.69 8.23
O -4.01 -1.79 -7.11
O 7.84 -0.74 4.99
O 1.52 -1.60 6.00
O 1.26 -3.39 4.67
O -2.07 -0.85 -6.49
O -2.97 -8.56 -3.10
O -10.47 -1.85 -5.17
O -2.76 -8.27 -0.91
O 0.63 5.98 0.41
O -8.49 -2.02 -4.19
O -3.32 0.72 -0.85
O 3.94 1.50 7.26
O -1.33 5.83 -0.60
O -4.03 -0.01 -5.80
O 0.37 4.54 -1.30
N 2.35 -2.55 -3.69
N -1.37 -0.17 -0.01
N 0.51 -1.49 -2.98
N 0.09 -2.55 -3.78
N 2.63 -0.67 -2.26
N 4.03 -0.79 -2.32
C -1.56 -8.70 -2.81
C 5.18 1.37 9.17
C -3.27 -0.87 -6.48
C 6.28 0.97 6.89
C 0.15 7.41 2.33
C -0.37 0.32 0.95
C 7.26 -1.19 3.76
C -0.14 7.11 0.89
C 2.09 -3.20 9.23
C 1.87 -1.53 -2.95
C -5.41 -0.23 -6.20
C 3.11 1.66 8.31
C -3.59 -8.16 -1.97
C -0.88 -1.16 -0.96
C 1.85 9.79 -3.02
C -9.43 -2.66 -3.29
C 4.61 -0.94 -1.24
C -8.82 -3.85 -2.60
C 1.26 -3.15 -4.18
C 1.62 -1.44 7.43
C -0.92 -9.74 -3.69
C 2.63 8.50 -3.04
C 5.29 1.76 7.71
C -1.54 6.61 0.59
C -0.06 5.37 -0.57
C -9.19 -1.44 -5.18
C 1.50 -2.92 5.74
C 2.34 -2.71 7.83
C -0.45 -0.42 2.28
C 1.07 11.33 -1.54
C -1.43 2.16 -0.98
C -0.40 -0.57 -2.28
C 2.67 11.06 -3.10
C -5.38 -1.69 -6.60
C -6.40 -2.11 -7.61
C 7.68 -0.43 1.37
C -10.56 -2.96 -4.25
C -1.62 -9.03 -1.33
C 8.59 0.36 4.71
C -2.14 0.88 -0.62
C 8.26 -0.70 2.73
H 1.21 7.57 2.48
H -6.41 -1.43 -8.47
H -0.38 8.32 2.63
H -7.91 -3.57 -2.09
H 0.11 7.96 0.25
H -0.39 0.25 3.13
H -11.55 -2.99 -3.79
H -0.73 -8.73 -0.78
H 3.05 8.33 -4.03
H -2.14 -1.76 -4.44
H 6.79 0.19 1.45
H 0.34 -1.15 2.39
H -9.52 -4.26 -1.87
H -0.36 2.08 -0.89
H 5.87 1.89 9.82
H 2.88 11.38 -4.12
H 6.14 -0.10 7.04
H 3.45 8.53 -2.32
H 0.63 0.15 0.55
H 7.13 -2.26 3.77
H 0.61 -1.40 7.85
H 2.48 -4.21 9.36
H -1.92 5.95 1.37
H 1.99 7.66 -2.78
H 2.56 -2.54 9.95
H -1.82 -10.09 -1.16
H -7.38 -2.09 -7.15
H -10.39 -3.88 -4.81
H -0.49 1.38 1.11
H 3.60 10.98 -2.54
H 5.28 0.29 9.31
H 0.16 0.34 -2.15
H 5.47 2.83 7.61
H -0.04 -1.66 -0.50
H 1.08 9.78 -3.79
H -1.38 -0.96 2.34
H 3.42 -2.61 7.65
H -1.09 -7.72 -2.96
H -1.10 -9.51 -4.74
H -6.09 0.00 -5.39
H -5.44 -2.32 -5.71
H 6.13 1.17 5.83
H 2.14 -0.53 7.69
H 9.11 -1.38 2.67
H -1.64 -1.90 -1.14
H 7.30 1.23 7.15
H -1.79 2.94 -0.33
H 7.42 -1.37 0.89
H -5.62 0.42 -7.05
H -8.58 -4.64 -3.32
H -1.41 -3.66 -5.37
H -1.72 2.42 -1.98
H 1.02 -3.24 9.44
H 0.16 -9.76 -3.52
H -6.20 -3.11 -7.99
H -2.26 7.40 0.40
H -9.74 -1.91 -2.56
H -0.17 6.59 2.98
H -1.33 -10.72 -3.49
H -1.21 -0.38 -2.97
H 2.24 0.07 -1.71
H 6.29 -0.70 3.64
H 8.40 0.10 0.74
```

Löwdin atomic charge list, values in e, 8 entries: 0.851, 0.258, 0.404, 0.144, 0.166, 0.170, 0.086, 0.091


(7)
# C35H38AlN4P2S2

C35H38AlN4P2S2 as an isolated structure (ωB97M-V/def2-TZVPD, the OMol25 dataset).

Its net charge is +1.

The geometry in XYZ format:
```
82
C35H38AlN4P2S2 | the OMol25 dataset | ωB97M-V/def2-TZVPD
S -0.27 0.20 -2.34
S 2.11 0.18 -0.60
P -2.21 4.70 -1.07
P -1.31 2.17 0.50
Al -0.07 0.03 -0.06
N 4.84 -0.01 -3.05
N -1.33 -1.65 0.10
N 1.25 -0.03 -5.70
N 0.38 -0.54 1.94
C -2.70 3.99 -3.80
C 1.45 -1.56 1.99
C -2.69 -1.18 -0.26
C -3.63 6.05 -3.01
C 1.90 5.26 1.60
C -5.04 1.62 2.04
C 0.75 5.23 2.36
C -3.59 1.93 3.92
C -1.35 -2.18 1.49
C -3.21 4.25 -5.07
C 1.70 0.01 -4.64
C -1.97 2.85 -1.06
C -0.26 4.31 2.07
C -4.96 4.28 -0.46
C -0.09 3.41 1.02
C -2.51 2.11 3.07
C -5.99 5.06 1.56
C 2.06 4.39 0.53
C -3.66 5.49 1.16
C -2.68 2.07 1.69
C -0.94 -2.73 -0.84
C -6.08 4.40 0.34
C 1.07 3.47 0.24
C -0.89 -1.10 2.45
C 1.48 0.14 -2.24
C 3.70 0.03 -3.19
C -3.74 4.82 -0.06
C -4.78 5.61 1.97
C -2.91 4.88 -2.75
C 0.81 0.61 2.76
C 2.27 0.07 -3.33
C -3.93 5.41 -5.30
C -4.85 1.68 3.41
C -3.96 1.81 1.19
C -4.14 6.31 -4.27
H -4.72 6.14 2.91
H -2.72 5.93 1.46
H -6.02 1.44 1.63
H 1.08 0.27 3.77
H 2.95 4.44 -0.09
H -4.70 7.22 -4.45
H -2.35 -2.53 1.75
H -1.63 -0.29 2.50
H -4.33 5.61 -6.29
H -2.13 3.08 -3.65
H -0.76 -1.50 3.46
H 2.68 5.98 1.83
H -6.87 5.16 2.19
H 0.61 5.93 3.18
H 1.44 -2.05 2.97
H -7.03 4.00 0.01
H 0.10 -3.00 -0.70
H -3.03 3.55 -5.87
H -5.69 1.54 4.08
H 1.33 -2.30 1.21
H -1.18 4.35 2.63
H -0.68 -3.04 1.55
H 0.01 1.34 2.84
H 1.20 2.80 -0.60
H -3.44 1.98 4.99
H -1.54 2.28 3.51
H -1.57 -3.61 -0.66
H 2.41 -1.08 1.85
H -2.65 -0.62 -1.19
H 1.67 1.09 2.30
H -3.80 6.77 -2.21
H -1.08 -2.39 -1.86
H -1.20 2.63 -1.80
H -2.87 2.31 -1.36
H -4.14 1.79 0.12
H -5.04 3.79 -1.43
H -3.08 -0.54 0.53
H -3.36 -2.03 -0.38
```

Löwdin atomic charge list, values in e, 8 entries: 0.753, 0.786, 1.069, 1.024, -0.141, 0.182, -0.297, 0.181


(8)
# C2H10CsO4

C2H10CsO4 as an isolated structure in a non-equilibrium geometry (ωB97M-V/def2-TZVPD, the OMol25 dataset).

Its net charge is +2. As for the multiplicity: 2. The energy relative to the best compared isomer or geometry (same formula, charge and spin) is 0.0 kcal/mol. Its expectation value of S² is 0.75.

The geometry in XYZ format:
```
17
C2H10CsO4 | the OMol25 dataset | ωB97M-V/def2-TZVPD
Cs -1.02 -0.66 1.78
O -2.71 0.47 4.17
O 1.92 -0.28 -1.69
O 1.52 2.20 -0.45
O -0.60 -3.24 -0.03
C 0.68 0.37 -1.72
C 0.93 1.88 -1.66
H -0.40 -3.36 0.90
H 1.34 2.33 -2.57
H 1.77 1.35 -0.08
H -0.01 2.44 -1.64
H -3.29 0.63 4.91
H -0.47 -4.11 -0.41
H 2.38 -0.06 -2.51
H 0.12 0.13 -0.81
H 0.04 0.23 -2.60
H -2.22 -0.31 4.42
```

Löwdin atomic charge list, values in e, 8 entries: 1.183, -0.127, 0.052, 0.287, -0.115, -0.178, -0.094, -0.017


(9)
# C4H9NO2

An isolated molecule of C4H9NO2 (ωB97M-V/def2-TZVPD, the OMol25 dataset).

The energy relative to the best compared isomer or geometry (same formula, charge and spin) is 91.2 kcal/mol. The SMILES is C[C@@H](CO)N1CO1.

The geometry in XYZ format:
```
16
C4H9NO2 | the OMol25 dataset | ωB97M-V/def2-TZVPD
O 0.05 -2.26 0.88
O 1.95 -0.50 0.08
N 1.04 0.51 0.69
C -0.40 0.13 0.62
C 1.70 0.72 -0.55
C -0.64 -1.29 0.13
C -1.19 1.15 -0.21
H 0.99 -2.12 0.69
H 2.50 1.46 -0.51
H 1.15 0.66 -1.48
H -0.95 2.18 0.08
H -1.70 -1.51 0.24
H -1.00 1.03 -1.28
H -0.39 -1.35 -0.94
H -0.73 0.19 1.66
H -2.26 1.00 -0.05
```

Löwdin atomic charge list, values in e, 8 entries: -0.050, -0.060, 0.012, -0.348, -0.199, -0.246, -0.059, 0.072


(10)
# C14H31NO2S2Sb

C14H31NO2S2Sb as an isolated structure (ωB97M-V/def2-TZVPD, the OMol25 dataset).

Its net charge is -1.

The geometry in XYZ format:
```
51
C14H31NO2S2Sb | the OMol25 dataset | ωB97M-V/def2-TZVPD
Sb 0.78 -1.81 -0.83
S -2.84 1.58 2.09
S 0.09 2.14 2.22
O -1.17 3.72 -2.56
O -1.03 -4.78 -2.00
N -1.48 3.06 0.29
C -1.01 -0.59 -0.21
C -0.64 4.49 -1.49
C 1.79 -1.35 1.10
C -1.36 -4.08 -0.79
C -2.47 2.74 -0.76
C -0.26 3.64 -0.29
C -2.96 -0.08 1.34
C 3.62 -0.13 2.34
C -0.14 -3.67 0.00
C -1.32 2.28 1.39
C -1.64 -0.84 1.15
C 3.30 -1.06 1.16
C -1.78 2.51 -2.09
C 3.89 -0.45 -0.12
H -2.51 2.21 -2.84
H 0.43 2.84 -0.58
H 4.95 -0.22 0.03
H -0.95 -0.56 1.95
H 3.38 0.48 -0.37
H -0.50 -4.14 -2.51
H 3.50 -0.64 3.30
H 3.80 -1.13 -0.97
H 2.93 0.73 2.34
H 4.64 0.27 2.28
H 0.24 4.24 0.46
H -1.04 1.72 -2.01
H -3.63 -0.59 2.04
H 1.39 -0.34 -1.63
H 1.59 -2.26 1.69
H 2.19 -2.74 -1.40
H -0.37 -3.58 1.06
H -3.17 3.58 -0.87
H 3.82 -2.00 1.36
H -2.01 -4.76 -0.23
H 0.24 5.02 -1.86
H -1.77 -0.67 -1.00
H 0.63 -4.44 -0.10
H -3.05 1.87 -0.48
H -3.48 -0.01 0.38
H -1.37 5.25 -1.18
H -0.10 -2.22 -2.38
H -1.96 -3.19 -1.07
H -1.86 -1.90 1.29
H -0.60 0.42 -0.25
H 1.25 -0.54 1.59
```

Löwdin atomic charge list, values in e, 8 entries: 1.005, 0.842, 0.667, -0.132, -0.137, -0.169, -0.380, -0.190


(11)
# C14H15AgBrIN3OS

C14H15AgBrIN3OS as an isolated structure in a non-equilibrium geometry (ωB97M-V/def2-TZVPD, the OMol25 dataset).

Its net charge is +2. As for the multiplicity: 2. The energy relative to the best compared isomer or geometry (same formula, charge and spin) is 19.9 kcal/mol. Its expectation value of S² is 0.76.

The geometry in XYZ format:
```
37
C14H15AgBrIN3OS | the OMol25 dataset | ωB97M-V/def2-TZVPD
I -3.95 -1.62 1.59
Ag 3.13 2.59 4.61
Br 1.48 -0.25 4.18
S 0.83 2.11 -1.81
O -2.64 0.92 2.35
N -1.06 0.48 -0.55
N 3.40 1.49 2.67
N 3.14 2.62 -0.01
C 4.19 2.79 0.77
C -1.74 -0.70 -2.69
C -2.61 -2.00 -2.84
C 0.03 0.68 0.33
C 1.25 0.42 2.38
C 4.34 2.25 2.09
C 2.32 1.27 1.87
C 2.22 1.82 0.58
C -1.75 -3.30 -2.88
C 1.02 1.49 -0.17
C -2.38 -0.22 2.13
C 0.13 0.09 1.66
C -1.00 -0.80 -1.31
C -0.95 -0.83 2.20
H -1.42 -3.45 -3.92
H -0.85 -3.28 -2.24
H -1.01 -0.68 -3.51
H -0.78 -1.19 3.22
H -3.36 -1.99 -2.02
H -2.36 0.21 -2.76
H -1.34 -1.67 -0.72
H -2.38 -4.13 -2.51
H 0.06 -0.97 -1.54
H -1.96 0.62 -0.09
H -0.96 -1.73 1.56
H 5.02 3.40 0.38
H 5.26 2.46 2.64
H -3.14 -1.92 -3.80
H -0.18 3.03 -1.79
```

Löwdin atomic charge list, values in e, 8 entries: 0.908, 0.873, 0.871, 1.083, 0.040, 0.092, -0.023, 0.162


(12)
# C3H3BrO2

An isolated molecule of C3H3BrO2 in a non-equilibrium geometry (ωB97M-V/def2-TZVPD, the OMol25 dataset).

The energy relative to the best compared isomer or geometry (same formula, charge and spin) is 39.9 kcal/mol. The SMILES is O=C(Br)[C@@H]1CO1.

The geometry in XYZ format:
```
9
C3H3BrO2 | the OMol25 dataset | ωB97M-V/def2-TZVPD
Br 2.67 0.33 0.48
O 1.26 -1.91 -0.11
O -1.15 -0.43 -0.80
C -1.23 0.27 0.38
C -0.07 0.37 -0.44
C 1.26 -0.74 -0.13
H 0.12 1.29 -1.12
H -1.87 1.10 0.49
H -0.98 -0.28 1.26
```

Löwdin atomic charge list, values in e, 8 entries: 0.761, 0.068, -0.015, -0.148, -0.266, -0.788, 0.166, 0.108


| no. | E_tot (eV) |
| --- | --- |
| 1 | -9404.1822 |
| 2 | -25893.9398 |
| 3 | -19575.7267 |
| 4 | -14210.0000 |
| 5 | -12477.8889 |
| 6 | -138355.1775 |
| 7 | -89714.7470 |
| 8 | -10954.5482 |
| 9 | -9876.1038 |
| 10 | -48810.0380 |
| 11 | -114237.8241 |
| 12 | -77294.5341 |